Record 1
This record from OMol25 describes a structure of composition C20H41BrIIrNO14P4 in a non-equilibrium geometry. The level of theory is ωB97M-V/def2-TZVPD.

Values from the calculation:
HOMO level (alpha / beta): -14.57 / -14.56 eV
Net charge: +2
Multiplicity: 2
Energy above the lowest of the compared OMol25 structures with the same formula, charge and spin: 19.6 kJ/mol
Expectation value of S²: 0.754
Gap between HOMO and LUMO (alpha / beta): 9.17 / 6.31 eV

XYZ file:
```
83
Properties=species:S:1:pos:R:3:mulliken_charge:R:1
Ir -0.795 1.200 -1.142 4.733
O 2.224 3.749 -5.906 -0.507
C 1.581 3.239 -4.865 0.704
C 2.112 2.289 -3.991 -0.728
C 1.337 1.848 -2.951 -0.366
N 0.077 2.271 -2.708 0.117
C -0.418 3.192 -3.556 0.035
Br -2.110 3.965 -3.268 -0.020
C 0.285 3.692 -4.627 -0.609
H 3.118 3.394 -5.997 0.327
H 3.107 1.887 -4.120 0.388
H 1.715 1.096 -2.278 0.408
H -0.154 4.439 -5.270 0.524
C -2.821 0.033 -4.855 -1.702
C -3.077 -0.760 -3.583 1.064
O -4.014 -1.770 -3.891 -0.614
P -1.548 -1.474 -2.886 0.129
O -0.896 -2.390 -3.972 -0.545
O -2.057 -2.401 -1.736 -0.346
O -0.583 -0.373 -2.487 -0.856
P -3.696 0.247 -2.152 0.683
O -5.018 0.969 -2.603 -0.587
O -3.923 -0.733 -1.055 -0.808
O -2.657 1.366 -1.941 -0.094
H -2.377 -0.614 -5.611 0.404
H -2.161 0.882 -4.671 0.280
H -3.775 0.397 -5.236 0.425
H -4.186 -2.328 -3.121 0.486
H -0.038 -2.788 -3.777 0.371
H -2.775 -1.887 -1.228 0.478
H -4.906 1.843 -2.997 0.341
C 1.572 4.005 3.105 -1.309
C 0.533 2.924 3.279 0.387
C 0.793 1.986 4.434 -1.177
O 0.388 2.169 1.997 -0.166
P 1.265 1.065 1.337 -0.290
O 1.088 1.065 -0.163 -1.156
C 0.707 -0.506 2.023 1.488
P -0.566 -1.280 0.983 0.145
O -1.364 -0.233 0.253 -2.067
O 0.216 -2.195 0.004 -0.117
C 0.783 -3.556 0.191 0.412
C 1.529 -3.695 1.501 -1.240
C -0.307 -4.589 0.020 -1.249
O -1.464 -2.205 1.834 -0.319
C -2.449 -1.886 2.906 0.391
C -2.975 -0.475 2.785 -1.046
C -1.802 -2.202 4.233 -1.315
O 2.718 1.355 1.776 -0.282
C 3.998 0.654 1.505 0.397
C 4.335 -0.191 2.711 -1.287
C 3.948 -0.118 0.206 -1.038
H 1.551 4.656 3.979 0.503
H 1.361 4.613 2.227 0.307
H 2.572 3.583 3.018 0.223
H -0.459 3.363 3.375 0.387
H 1.743 1.461 4.319 0.241
H -0.019 1.270 4.562 0.220
H 0.853 2.574 5.350 0.527
H 0.348 -0.338 3.038 -0.148
H 1.541 -1.203 2.071 -0.599
H 1.490 -3.608 -0.636 0.415
H 0.875 -3.526 2.358 0.275
H 2.398 -3.037 1.555 0.203
H 1.900 -4.718 1.575 0.557
H -1.018 -4.546 0.844 0.205
H 0.146 -5.580 0.009 0.536
H -0.849 -4.443 -0.911 0.215
H -3.244 -2.598 2.691 0.392
H -2.185 0.265 2.947 0.169
H -3.725 -0.327 3.563 0.536
H -3.440 -0.298 1.817 0.202
H -1.008 -1.491 4.472 0.178
H -1.392 -3.211 4.238 0.334
H -2.551 -2.138 5.022 0.484
H 4.698 1.483 1.421 0.386
H 3.655 -1.039 2.813 0.186
H 4.304 0.402 3.624 0.328
H 5.345 -0.588 2.602 0.485
H 3.216 -0.929 0.245 0.144
H 4.927 -0.563 0.032 0.551
H 3.713 0.534 -0.633 0.178
I -1.264 3.405 -0.030 0.102
```


Record 2
This record from OMol25 describes a structure of composition C20H41LuN2P3S in a non-equilibrium geometry. The level of theory is ωB97M-V/def2-TZVPD.

Values from the calculation:
HOMO level: -14.69 eV
Net charge: +3
Multiplicity: 1
Energy above the lowest of the compared OMol25 structures with the same formula, charge and spin: 197.8 kJ/mol
Gap between HOMO and LUMO: 4.82 eV

XYZ file:
```
68
Properties=species:S:1:pos:R:3:mulliken_charge:R:1
Lu -0.018 0.454 0.057 1.401
P -2.767 -0.002 0.657 0.841
P 0.153 -1.267 2.344 0.937
P 0.018 -2.353 -1.051 0.982
H 2.146 3.362 -4.340 0.388
C 1.652 2.439 -4.636 -0.779
C 0.242 2.426 -4.485 -0.567
H -0.255 3.160 -3.836 0.315
C -3.696 1.413 1.414 -1.522
C -3.467 -1.354 1.727 -1.222
C -3.839 -0.226 -0.833 -1.148
C 1.946 -1.451 2.597 -1.221
C -0.334 -0.607 3.981 -1.423
C -0.406 -2.989 2.655 -1.499
C 0.122 -2.696 -2.857 -1.454
C -1.459 -3.439 -0.727 -1.141
C 1.417 -3.415 -0.512 -1.326
H 2.149 1.716 -5.301 0.271
H -0.353 2.027 -5.340 0.415
H -3.306 2.354 0.992 0.410
H -3.570 1.403 2.508 0.455
H -4.768 1.317 1.181 0.482
H -3.072 -1.258 2.752 0.320
H -3.202 -2.335 1.301 0.295
H -4.567 -1.260 1.760 0.535
H -3.485 0.476 -1.608 0.418
H -4.885 0.014 -0.572 0.461
H -3.773 -1.262 -1.200 0.346
H 2.106 -2.135 3.441 0.433
H 2.379 -0.471 2.825 0.428
H 2.432 -1.853 1.700 0.248
H -0.169 -1.384 4.739 0.542
H -1.389 -0.314 3.990 0.318
H 0.266 0.271 4.232 0.411
H -0.040 -3.280 3.651 0.578
H -0.015 -3.696 1.919 0.328
H -1.501 -3.051 2.655 0.386
H 0.405 -3.746 -3.019 0.533
H 0.909 -2.065 -3.289 0.338
H -0.824 -2.463 -3.363 0.399
H -1.349 -4.360 -1.335 0.517
H -2.366 -2.889 -1.055 0.170
H -1.553 -3.695 0.346 0.282
H 1.577 -4.233 -1.229 0.473
H 1.262 -3.880 0.466 0.386
H 2.336 -2.814 -0.476 0.310
C 1.508 1.136 -2.297 -0.021
C 2.764 0.474 -2.175 -0.540
C 3.908 1.257 -2.001 -0.723
C 3.784 2.640 -1.686 -0.403
C 2.506 3.154 -1.431 -1.045
C 1.353 2.419 -1.702 -0.118
S 0.316 0.460 -3.521 -0.089
H 0.901 0.458 -4.796 0.243
H 2.816 -0.609 -2.413 0.452
H 4.889 0.745 -2.003 0.477
H 4.646 3.337 -1.589 0.459
H 2.399 4.165 -1.024 0.605
H 0.364 2.875 -1.605 0.758
N -0.070 3.290 3.307 0.020
C 1.223 3.676 2.888 -0.764
C 1.539 2.868 1.847 -0.446
N 0.467 1.989 1.609 0.042
C -0.473 2.287 2.531 -0.694
H -0.619 3.702 4.065 0.278
H 1.733 4.496 3.362 0.429
H 2.407 2.788 1.180 0.561
H -1.449 1.806 2.628 0.465
```